Entry 1:
{"formula": "C43H109F3N6O15", "method": "the ωB97M-V functional and the def2-TZVPD basis", "multiplicity": 1, "charge": 4, "max_force_ev_per_a": 6.3, "relative_energy_kj_mol": 27.9, "elements": ["C", "O", "O", "C", "F", "F", "F", "C", "C", "H", "H", "H", "H", "H", "H", "C", "C", "C", "O", "H", "H", "H", "H", "H", "H", "H", "C", "O", "C", "C", "N", "H", "H", "C", "C", "O", "C", "H", "H", "H", "H", "H", "H", "H", "H", "H", "H", "H", "H", "H", "H", "C", "O", "C", "C", "N", "H", "H", "C", "C", "O", "C", "H", "H", "H", "H", "H", "H", "H", "H", "H", "H", "H", "H", "H", "H", "C", "O", "C", "C", "N", "H", "H", "C", "C", "O", "C", "H", "H", "H", "H", "H", "H", "H", "H", "H", "H", "H", "H", "H", "H", "C", "O", "C", "C", "N", "H", "H", "C", "C", "O", "C", "H", "H", "H", "H", "H", "H", "H", "H", "H", "H", "H", "H", "H", "H", "C", "O", "C", "C", "N", "H", "H", "C", "C", "O", "C", "H", "H", "H", "H", "H", "H", "H", "H", "H", "H", "H", "H", "H", "H", "C", "O", "C", "C", "N", "H", "H", "C", "C", "O", "C", "H", "H", "H", "H", "H", "H", "H", "H", "H", "H", "H", "H", "H", "H"], "positions_angstrom": [[7.96708, 3.60644, 5.03845], [7.26123, 2.84659, 4.10556], [9.33559, 3.40527, 4.86948], [7.50949, 5.14058, 5.22486], [8.13622, 5.94462, 6.05375], [7.34730, 5.64452, 4.00458], [6.34203, 5.13306, 5.92553], [5.82146, 2.87404, 4.33704], [5.08052, 2.04867, 3.29550], [5.58201, 1.11898, 3.02662], [4.08009, 1.75544, 3.61370], [4.98786, 2.68783, 2.41744], [5.35329, 3.85572, 4.40934], [5.56363, 2.38571, 5.27679], [7.76639, 3.13546, 6.00074], [-2.65511, 0.65721, 0.91223], [-1.20900, 0.88907, 0.37628], [-1.01031, -0.37794, -0.52319], [-1.08319, 2.17614, -0.13697], [-3.42882, 0.36644, 0.20166], [-2.97758, 1.48955, 1.53779], [-2.55651, -0.23012, 1.53757], [-0.60253, 0.78942, 1.27647], [-0.84644, -1.18499, 0.19090], [-0.09724, -0.29029, -1.11201], [-1.71045, -0.63638, -1.31762], [2.38393, 1.66758, -5.46258], [2.46261, 2.21266, -6.78904], [1.57981, 3.15537, -7.02446], [1.85653, 4.02313, -8.25238], [3.29601, 4.50996, -8.19739], [3.92130, 3.72382, -8.30267], [3.29236, 4.96796, -9.09757], [3.54219, 5.49957, -7.10373], [4.82476, 6.28389, -7.47985], [4.71529, 6.82029, -8.81364], [4.92522, 8.17645, -8.84464], [2.90502, 0.71346, -5.38372], [1.38141, 1.52635, -5.05874], [2.91701, 2.19989, -4.67482], [1.63956, 3.83325, -6.17299], [0.65615, 2.66483, -7.33156], [1.07949, 4.78751, -8.25086], [1.65192, 3.50676, -9.19025], [3.47508, 5.02252, -6.12596], [2.69678, 6.18758, -7.10921], [5.74202, 5.69550, -7.50217], [4.86437, 7.10102, -6.75955], [5.76793, 8.52711, -8.24884], [4.10825, 8.77416, -8.44039], [5.08907, 8.51298, -9.86835], [3.43004, -3.46917, -0.03643], [2.95777, -4.82197, -0.30917], [2.18541, -4.89215, -1.44591], [2.40804, -6.28698, -2.00008], [2.25887, -7.48991, -1.09661], [2.08232, -8.24236, -1.74680], [3.14397, -7.64188, -0.63443], [1.14799, -7.41389, -0.05784], [0.72350, -8.86887, 0.28560], [1.67139, -9.72890, 0.98450], [1.26458, -10.85170, 1.70339], [2.72662, -2.73574, 0.35775], [4.00520, -3.08501, -0.87889], [4.25392, -3.57720, 0.66900], [2.47443, -4.11899, -2.15782], [1.16988, -4.70584, -1.09651], [3.43968, -6.39400, -2.33531], [1.78855, -6.54043, -2.86035], [0.27731, -6.92076, -0.49008], [1.60105, -6.80709, 0.72615], [0.44758, -9.39460, -0.62849], [-0.20788, -8.77687, 0.84431], [0.92392, -11.64117, 1.03346], [0.63010, -10.67253, 2.57139], [2.19404, -11.22345, 2.13469], [-4.16315, -5.38962, -1.51111], [-3.97457, -6.43062, -0.61340], [-5.00056, -6.98183, 0.18492], [-6.29390, -7.30221, -0.46911], [-6.05819, -8.23607, -1.63529], [-5.28424, -7.91548, -2.19951], [-5.72509, -9.00720, -1.07448], [-7.37410, -8.73751, -2.29923], [-7.22676, -9.61136, -3.50199], [-6.20977, -8.89936, -4.30943], [-6.24092, -9.38788, -5.64991], [-4.27453, -5.67421, -2.55739], [-3.27817, -4.75803, -1.43345], [-5.05969, -4.77617, -1.42168], [-5.27820, -6.17775, 0.86646], [-4.74079, -7.80053, 0.85599], [-6.82649, -6.44414, -0.87921], [-6.84472, -7.92509, 0.23566], [-7.94203, -7.81878, -2.44585], [-7.89116, -9.17280, -1.44409], [-8.11132, -9.68866, -4.13422], [-6.87963, -10.57995, -3.14223], [-6.81338, -10.31501, -5.62143], [-5.20292, -9.55738, -5.93613], [-6.68180, -8.64094, -6.31008], [1.14924, 5.19693, 3.72766], [1.72969, 6.05977, 2.82094], [0.77774, 6.70146, 1.98328], [1.26162, 7.23104, 0.65127], [1.86700, 6.11708, -0.17111], [1.34512, 5.27050, 0.00509], [1.76742, 6.17842, -1.17432], [3.35838, 5.70707, 0.04940], [4.40885, 6.62431, -0.65546], [4.56865, 7.73108, 0.24245], [5.89605, 8.34056, 0.24054], [0.09170, 5.36493, 3.93134], [1.63120, 5.23443, 4.70459], [1.26449, 4.14309, 3.47422], [0.54093, 7.53351, 2.64637], [-0.14626, 6.12420, 1.94982], [2.09881, 7.92896, 0.66262], [0.41041, 7.69896, 0.15671], [3.36902, 4.69695, -0.36007], [3.49201, 5.72785, 1.13097], [4.09956, 6.85975, -1.67379], [5.34056, 6.06748, -0.75524], [6.09916, 8.75366, -0.74748], [6.70714, 7.78132, 0.70692], [5.79983, 9.22689, 0.86764], [-4.72338, 7.99684, -1.22696], [-3.98720, 6.91917, -0.60499], [-4.74993, 5.72011, -0.42903], [-4.92820, 4.89481, -1.63951], [-3.63712, 4.79986, -2.41475], [-3.39179, 5.76284, -2.59524], [-2.89135, 4.40249, -1.86156], [-3.54571, 4.09881, -3.72105], [-4.55918, 2.93228, -3.98360], [-5.81625, 3.59858, -4.00332], [-6.98353, 2.87907, -4.28687], [-4.08705, 8.88174, -1.21576], [-5.64444, 8.28773, -0.72183], [-4.96845, 7.92968, -2.28693], [-5.76037, 5.89542, -0.05975], [-4.49499, 4.98531, 0.33463], [-5.75509, 5.25191, -2.25338], [-5.23444, 3.89955, -1.31739], [-2.52051, 3.85495, -3.99963], [-3.74978, 4.81425, -4.51767], [-4.35806, 2.11498, -3.29101], [-4.33514, 2.43379, -4.92669], [-7.35000, 2.44921, -3.35467], [-6.97495, 2.14313, -5.09088], [-7.59910, 3.70745, -4.63755], [-0.71580, -3.81798, 4.85204], [-0.08590, -2.96015, 5.74829], [-0.85421, -2.71954, 6.96679], [0.25833, -2.78204, 7.98271], [0.36492, -4.21081, 8.50687], [0.35507, -4.88518, 7.75504], [1.24071, -4.08412, 8.99373], [-0.75325, -4.66326, 9.39764], [-0.57215, -4.15122, 10.86392], [-0.27395, -2.68151, 11.01007], [0.22114, -2.32718, 12.29947], [0.06608, -3.88133, 4.09524], [-1.55594, -3.37559, 4.31672], [-0.74691, -4.88511, 5.07201], [-1.75519, -3.31382, 7.11908], [-1.14244, -1.66835, 6.97064], [0.19797, -2.18705, 8.89400], [1.24398, -2.50450, 7.60909], [-0.72828, -5.75242, 9.36288], [-1.59158, -4.24086, 8.84366], [0.12299, -4.68529, 11.51173], [-1.49256, -4.35074, 11.41269], [0.71114, -1.36402, 12.15685], [0.84269, -3.07419, 12.79317], [-0.59246, -2.18248, 13.01025]], "forces_ev_per_angstrom": [[5.77, -0.57, 2.37], [-3.37, 0.70, -1.40], [-2.95, 1.40, -0.45], [-0.34, -3.06, 0.49], [2.70, 0.77, -0.75], [-0.37, 1.44, -0.30], [-2.48, -0.32, -0.73], [0.46, -1.34, 0.19], [0.30, 0.43, -0.63], [0.32, 0.14, 0.03], [-0.15, 0.26, 0.23], [-0.10, -0.32, -0.47], [0.40, 0.22, -0.28], [0.50, 0.07, 0.63], [-0.94, 0.17, 0.88], [0.49, -0.45, 0.85], [-2.48, 1.58, -1.20], [1.79, 0.65, -0.07], [0.22, -1.04, -0.57], [0.10, 0.47, -0.53], [-0.06, 0.03, -0.08], [-0.32, -0.20, 0.54], [0.67, -0.39, 0.18], [-0.23, -0.51, -0.24], [0.56, 0.13, 0.18], [-0.85, 0.26, 0.48], [0.52, -0.71, 0.66], [3.43, -3.17, 1.08], [-1.91, 2.24, -1.24], [0.02, -1.51, 0.80], [-2.78, 0.51, -0.96], [0.42, -0.41, 0.61], [1.12, 0.98, -0.36], [0.67, 0.39, -0.90], [-0.47, 0.29, -0.32], [-0.72, -2.04, 1.14], [0.32, 2.60, -0.25], [-0.23, -0.16, -0.83], [-0.34, 0.06, -0.61], [0.12, 1.08, -0.37], [-1.35, 0.29, 0.30], [-1.05, 0.52, 0.97], [0.72, 0.73, 0.18], [0.69, -0.31, -0.02], [0.74, -0.22, -0.19], [0.00, 0.05, -0.38], [-0.10, -0.21, 0.59], [0.45, -0.06, 0.08], [0.49, -0.44, -0.07], [-0.60, -0.20, -0.03], [-0.03, -0.27, 0.01], [1.61, -0.78, 0.35], [1.31, 1.42, 1.23], [-0.67, -0.64, 0.65], [0.40, -0.29, -1.32], [-0.95, 1.38, 0.27], [0.10, -0.65, 0.13], [0.26, -0.31, 0.36], [1.08, -1.63, -0.06], [-0.03, -1.04, 1.21], [0.15, 3.31, -1.28], [0.57, -0.97, 0.28], [-0.46, -0.41, -0.25], [-0.61, 0.11, -0.56], [-0.40, -0.18, 0.49], [-0.09, -0.27, -0.45], [-0.58, -0.05, -0.70], [0.03, 0.38, -0.14], [-0.19, 0.46, -0.02], [0.19, 0.03, -0.10], [-0.43, -0.21, 0.27], [-0.05, 0.12, -0.44], [-0.07, -0.03, 0.31], [-0.52, 0.00, 0.12], [-0.52, 0.28, -0.33], [0.03, -0.07, -0.03], [-0.45, 1.24, -0.88], [0.66, -2.42, 0.40], [-0.52, 2.41, 0.73], [-0.50, -0.37, -1.51], [-0.93, -1.25, 1.00], [-0.06, 0.09, -0.89], [0.68, -0.90, -0.64], [-0.49, 1.83, 1.39], [2.08, 1.47, -0.62], [-1.14, -0.88, 1.42], [0.44, -0.03, 0.15], [0.42, -0.76, -0.20], [-0.19, 0.12, -0.05], [-0.11, 0.15, 1.00], [-0.21, 0.04, 0.54], [1.10, -0.12, -0.59], [-0.15, -0.04, 0.42], [-0.60, 0.64, 0.03], [0.15, 0.04, -0.62], [0.00, -0.56, -0.20], [-0.33, -0.07, 0.65], [0.14, -0.32, -0.59], [0.22, -0.04, -0.73], [-0.17, -0.21, -0.23], [-0.15, -0.14, -0.01], [-0.31, -1.57, 1.76], [0.89, 0.01, -1.87], [0.06, 0.84, 2.06], [1.11, -0.20, 0.00], [0.46, -1.05, -0.29], [-0.35, -0.58, 0.53], [-0.17, 0.88, -0.39], [-0.11, 0.61, -0.39], [-0.64, -0.16, 2.08], [0.72, -0.46, -0.93], [-1.01, 1.15, 0.19], [-0.14, 0.31, -0.26], [0.29, 0.59, -0.07], [-0.09, -0.11, -0.63], [-0.66, 0.84, -0.76], [0.04, -0.33, -0.69], [-0.27, 0.35, 0.69], [0.11, -0.25, -0.27], [0.24, -0.05, 0.19], [0.17, -0.18, -0.13], [-0.19, 0.56, -0.18], [0.05, -0.21, 0.19], [0.37, -0.46, -0.15], [-0.27, -0.68, -0.43], [-0.22, -0.08, 0.10], [0.28, 0.88, 0.14], [-0.72, -0.73, -0.27], [-0.83, 0.27, 1.00], [-0.83, -0.88, -1.10], [-0.21, -0.17, -0.40], [0.36, 0.49, 0.20], [0.23, -0.27, 1.05], [-1.07, -0.70, -2.48], [0.79, 1.12, 0.33], [2.04, -0.63, 0.02], [-0.89, 0.68, 0.12], [0.23, -0.18, 0.42], [0.01, -0.45, 0.37], [0.02, -0.98, -0.22], [-0.32, 0.73, -0.25], [1.76, 0.89, 0.54], [0.64, 0.10, -0.57], [0.22, -0.10, -0.20], [0.14, -0.48, 0.98], [-0.55, 0.34, 0.27], [-0.81, 0.06, 0.85], [0.08, 0.48, -0.51], [-0.35, -0.21, -0.17], [0.65, -0.12, 0.01], [-0.75, -0.48, 0.19], [1.78, 0.06, -2.42], [-1.75, -0.56, 1.52], [2.21, 2.03, -0.75], [-0.65, -0.62, 1.41], [0.27, 1.07, 0.30], [0.99, 0.03, -0.45], [0.57, -1.35, 0.32], [0.96, 1.38, 0.97], [-0.63, 1.76, 0.90], [-0.13, -2.72, -1.28], [-0.63, 0.37, 0.45], [-0.07, 0.11, -0.65], [-0.50, -0.28, 0.51], [-0.89, -0.01, 1.02], [0.31, -0.34, -0.14], [-0.46, 0.02, -0.29], [-0.81, 0.03, -0.02], [-0.28, -0.24, -0.72], [-0.34, 0.10, 0.24], [-0.53, -0.38, 0.84], [0.73, -0.30, -0.77], [-0.49, 0.08, -0.34], [0.23, -0.26, 0.19], [0.50, -0.08, -0.53], [-0.33, 0.13, -0.13]]}

Entry 2:
{"formula": "CH5O4PS", "method": "the ωB97M-V functional and the def2-TZVPD basis", "multiplicity": 1, "max_force_ev_per_a": 4.0, "smiles": "COOP(O)(O)=S", "elements": ["C", "O", "O", "P", "O", "O", "S", "H", "H", "H", "H", "H"], "positions_angstrom": [[1.06865, 0.60634, 1.22517], [0.97625, 0.72298, -0.17647], [0.53862, -0.46252, -0.74510], [-1.46554, -0.28448, -1.28766], [-1.23642, 0.54846, -2.59246], [-1.62745, -1.76905, -1.82141], [-2.72275, 0.36262, 0.02127], [0.08151, 0.51599, 1.68677], [1.54560, 1.53689, 1.53022], [1.69085, -0.24799, 1.51233], [-0.42255, 0.26960, -3.02663], [-1.92540, -2.36475, -1.13437]], "forces_ev_per_angstrom": [[-0.08, -0.28, 0.16], [0.22, 1.05, -0.19], [-3.84, -0.68, -1.02], [2.55, -0.02, 2.08], [-0.19, 0.14, -0.05], [0.32, 0.37, -0.29], [0.92, -0.34, -0.82], [0.03, 0.01, -0.02], [-0.03, -0.03, 0.10], [-0.03, 0.09, -0.07], [0.31, 0.05, -0.21], [-0.17, -0.35, 0.35]]}

Values of lowest unoccupied orbital energy, in order: -0.2578 0.0073, all in Eh.